# C3H5N3

An isolated molecule of C3H5N3 (ωB97M-V/def2-TZVPD, OMol25).

Geometry as ORCA input:
```
! wB97M-V def2-TZVPD RIJCOSX def2/J DEFGRID3
* xyz 0 1
C -1.89 -0.17 0.13
N -0.46 -0.14 0.06
C 0.14 0.97 -0.09
N 1.53 0.99 -0.23
C 2.03 -0.14 -0.15
N 2.45 -1.27 -0.20
H -2.25 -0.82 -0.68
H -2.18 -0.64 1.07
H -2.36 0.82 0.04
H -0.33 1.95 -0.18
H 3.32 -1.54 0.23
*
```

Calculated values
HOMO energy: -0.3424 Eh
SMILES: C/N=C/N=C=N
Electronic energy: -7660.79998 eV
ΔE to the lowest compared entry with this formula, charge and spin: 159.74 kJ/mol

=====

# C42H42ClO8P2S3W

A structure of composition C42H42ClO8P2S3W at a distorted geometry (ωB97M-V/def2-TZVPD, OMol25).

Geometry as ORCA input:
```
! wB97M-V def2-TZVPD RIJCOSX def2/J DEFGRID3
* xyz 2 2
W -0.25 -0.16 -0.11
O -3.22 -2.11 0.33
C -2.51 -1.65 -0.52
O -2.04 -0.40 -0.43
C -2.08 -2.36 -1.79
C -1.84 -1.31 -2.91
C -1.80 -1.99 -4.28
C -0.50 -2.80 -4.16
C 0.06 -2.29 -2.83
O -0.46 -0.96 -2.68
C -0.64 -2.94 -1.62
C 0.05 -2.35 -0.38
O 0.03 -2.90 0.75
O 1.01 -1.45 -0.63
H -2.81 -3.12 -2.04
H -2.47 -0.42 -2.85
H -1.71 -1.23 -5.06
H -2.68 -2.59 -4.47
H 0.18 -2.60 -4.98
H -0.69 -3.88 -4.12
H 1.15 -2.30 -2.76
H -0.62 -4.03 -1.58
C -3.16 5.19 -1.34
C -3.51 3.78 -0.90
O -2.55 3.24 0.05
P -1.06 2.93 -0.30
S -0.27 1.99 1.33
S -0.97 1.73 -1.95
O -0.44 4.36 -0.50
C 0.94 4.74 -0.71
C 1.76 4.61 0.55
H -4.00 5.61 -1.88
H -2.29 5.19 -1.99
H -2.95 5.81 -0.47
H -3.56 3.11 -1.76
H -4.45 3.76 -0.36
H 0.87 5.78 -1.04
H 1.35 4.14 -1.53
H 1.25 5.12 1.37
H 2.73 5.08 0.40
H 1.90 3.57 0.84
Cl 1.91 -0.26 1.73
C 1.64 -1.27 3.13
C 2.71 -1.59 3.95
C 2.47 -2.36 5.08
C 1.19 -2.81 5.35
C 0.14 -2.50 4.50
C 0.35 -1.71 3.37
P -1.04 -1.23 2.26
C -1.75 0.19 3.18
C -1.33 0.62 4.44
C -1.97 1.69 5.05
C -3.02 2.32 4.42
C -3.45 1.91 3.17
C -2.81 0.85 2.55
C -2.28 -2.52 2.73
C -3.45 -2.16 3.38
C -4.35 -3.12 3.80
C -4.10 -4.46 3.55
C -2.94 -4.83 2.90
C -2.03 -3.87 2.49
H 3.70 -1.23 3.73
H 3.29 -2.60 5.74
H 1.00 -3.40 6.23
H -0.85 -2.86 4.72
H -0.51 0.13 4.93
H -1.63 2.02 6.02
H -3.51 3.15 4.91
H -4.28 2.39 2.69
H -3.13 0.53 1.56
H -3.68 -1.12 3.59
H -5.25 -2.82 4.31
H -4.82 -5.21 3.85
H -2.74 -5.87 2.69
H -1.13 -4.17 1.98
O 1.44 0.98 -0.77
S 2.99 0.96 -0.86
C 3.42 -0.53 -1.77
C 4.28 -1.44 -1.17
C 4.72 -2.53 -1.89
C 4.30 -2.72 -3.20
C 3.42 -1.81 -3.78
C 2.98 -0.71 -3.07
C 3.40 2.06 -2.23
C 4.74 2.36 -2.41
C 5.13 3.10 -3.52
C 4.17 3.55 -4.42
C 2.83 3.26 -4.22
C 2.44 2.51 -3.12
H 4.61 -1.28 -0.15
H 5.39 -3.24 -1.43
H 4.65 -3.56 -3.76
H 3.09 -1.96 -4.80
H 2.30 0.00 -3.52
H 5.47 2.00 -1.70
H 6.17 3.32 -3.68
H 4.47 4.11 -5.29
H 2.08 3.60 -4.92
H 1.40 2.25 -2.97
*
```

Calculated values
HOMO energy (alpha / beta): -0.4939 / -0.4943 Eh
Electronic energy: -126034.70066 eV
ΔE to the lowest compared entry with this formula, charge and spin: 392.16 kJ/mol

=====

# C22H42N4O5S

A cluster of 9 separate species, C22H42N4O5S in total at a distorted geometry (ωB97M-V/def2-TZVPD, OMol25).

Geometry as ORCA input:
```
! wB97M-V def2-TZVPD RIJCOSX def2/J DEFGRID3
* xyz 0 1
C -5.24 0.43 -0.54
O -3.83 0.58 -0.30
H -5.44 0.08 -1.57
H -5.67 -0.37 0.09
H -5.77 1.35 -0.37
H -3.40 -0.29 -0.26
C -0.89 -0.75 4.27
O -0.43 0.47 3.73
H -1.68 -1.15 3.64
H -0.09 -1.50 4.31
H -1.27 -0.63 5.29
H -0.08 1.07 4.47
C -0.48 1.28 0.33
O -0.17 2.16 1.39
H -1.52 1.36 0.02
H 0.11 1.58 -0.56
H -0.20 0.24 0.55
H -0.35 1.68 2.22
C -2.74 3.93 -1.34
O -3.78 3.04 -1.78
H -2.66 3.93 -0.25
H -1.75 3.59 -1.70
H -2.93 4.90 -1.77
H -3.59 2.16 -1.42
N -3.11 -2.88 -1.95
C -1.82 -2.96 -1.45
C -1.88 -2.76 -0.11
C -3.28 -2.56 0.23
C -4.00 -2.66 -0.95
H -3.34 -3.00 -2.91
H -0.98 -3.12 -2.10
H -1.05 -2.82 0.56
H -3.63 -2.30 1.21
H -5.06 -2.60 -1.11
N -1.70 -0.74 -4.52
C -1.57 -0.06 -5.70
C -0.99 1.14 -5.44
C -0.72 1.19 -4.03
C -1.14 -0.02 -3.49
H -2.04 -1.66 -4.42
H -1.95 -0.45 -6.62
H -0.76 1.89 -6.17
H -0.33 2.04 -3.49
H -0.99 -0.46 -2.52
N 4.72 2.10 -2.45
C 3.62 2.21 -1.69
C 3.26 0.95 -1.29
C 4.16 0.05 -1.91
C 5.09 0.79 -2.56
H 5.15 2.88 -2.89
H 3.18 3.16 -1.47
H 2.39 0.71 -0.71
H 4.18 -1.03 -1.80
H 5.99 0.54 -3.09
N 3.57 -3.35 -0.05
C 2.93 -2.24 0.47
C 1.69 -2.65 0.91
C 1.57 -4.04 0.60
C 2.77 -4.46 0.11
H 4.51 -3.32 -0.37
H 3.42 -1.29 0.48
H 1.03 -2.00 1.46
H 0.74 -4.71 0.74
H 3.05 -5.43 -0.26
C 2.62 1.91 3.90
S 2.11 2.46 5.51
O 0.76 1.90 5.76
C 3.25 1.44 6.45
H 2.75 0.82 3.97
H 3.55 2.42 3.65
H 1.83 2.10 3.18
H 4.15 1.26 5.87
H 2.73 0.51 6.68
H 3.46 1.98 7.37
*
```

Calculated values
HOMO energy: -0.2959 Eh
Electronic energy: -50524.79561 eV
ΔE to the lowest compared entry with this formula, charge and spin: 118.16 kJ/mol

=====

# C5H11N

An isolated molecule of C5H11N at a distorted geometry (ωB97M-V/def2-TZVPD, OMol25).

Geometry as ORCA input:
```
! wB97M-V def2-TZVPD RIJCOSX def2/J DEFGRID3
* xyz 0 1
C 0.80 1.26 0.58
N -0.39 0.58 -1.98
C -0.58 -0.23 -0.89
C -0.52 0.48 0.61
C -0.36 -0.65 1.52
C 0.51 -1.40 -0.93
H 1.59 0.58 0.28
H 1.06 1.72 1.53
H 0.80 2.15 -0.07
H -1.50 -0.84 -1.01
H -1.26 1.10 -2.13
H -1.30 -0.90 2.04
H -1.33 1.18 0.72
H 0.34 -0.36 2.30
H 0.25 -2.20 -1.60
H 1.46 -0.96 -1.22
H 0.42 -1.52 0.24
*
```

Calculated values
HOMO energy: -0.2868 Eh
Electronic energy: -6847.28988 eV
ΔE to the lowest compared entry with this formula, charge and spin: 601.94 kJ/mol

=====

# C15H11BBrF5O8S

A cluster of 2 separate species, C15H11BBrF5O8S in total (ωB97M-V/def2-TZVPD, OMol25).

Geometry as ORCA input:
```
! wB97M-V def2-TZVPD RIJCOSX def2/J DEFGRID3
* xyz 0 1
F -3.31 -3.84 0.42
C -2.00 -3.84 0.09
F -1.87 -4.46 -1.10
F -1.35 -4.61 1.01
C -1.44 -2.44 0.07
C -0.18 -2.22 -0.48
C 0.37 -0.95 -0.48
C -0.34 0.10 0.07
C -1.60 -0.13 0.59
C -2.33 1.02 1.19
F -3.52 1.33 0.64
F -1.59 2.14 1.25
S -2.72 0.54 2.97
C -1.12 0.87 3.74
C -0.36 -0.45 3.89
C 1.13 -0.21 3.74
Br 2.06 -1.89 3.62
C -2.16 -1.40 0.61
H 0.36 -3.05 -0.92
H 1.34 -0.77 -0.92
H 0.12 1.08 0.08
H -3.49 1.57 3.37
H -0.60 1.60 3.12
H -1.35 1.32 4.70
H -0.68 -1.19 3.15
H -0.56 -0.86 4.87
H 1.54 0.31 4.60
H 1.36 0.36 2.84
H -3.15 -1.59 1.01
B 2.13 1.68 -3.69
O 1.14 2.36 -4.54
C 0.92 1.64 -5.64
O 0.17 1.91 -6.52
C 1.81 0.38 -5.54
O 1.87 -0.51 -6.34
O 2.48 0.45 -4.40
O 3.30 2.53 -3.40
C 3.43 2.71 -2.10
O 4.27 3.34 -1.54
C 2.28 1.95 -1.42
O 2.06 1.87 -0.24
O 1.55 1.37 -2.35
*
```

Calculated values
HOMO energy: -0.3321 Eh
Electronic energy: -127258.80101 eV

=====

# C4H6S

An isolated molecule of C4H6S at a distorted geometry (ωB97M-V/def2-TZVPD, OMol25).

Geometry as ORCA input:
```
! wB97M-V def2-TZVPD RIJCOSX def2/J DEFGRID3
* xyz 0 1
C -0.96 -1.22 0.01
C -0.86 0.26 -0.05
C 0.22 1.08 -0.04
C 1.62 0.78 0.03
S 2.26 -0.73 -0.04
H -0.49 -1.59 0.96
H -0.24 -1.68 -0.71
H -2.02 -1.45 -0.14
H -1.86 0.67 -0.10
H 0.06 2.17 -0.02
H 2.25 1.71 0.11
*
```

Calculated values
HOMO energy: -0.3154 Eh
SMILES: C/C=C\C=S
Electronic energy: -15078.97650 eV
ΔE to the lowest compared entry with this formula, charge and spin: 78.76 kJ/mol

=====

# C18H43BCl2N2NbO10S

A structure of composition C18H43BCl2N2NbO10S at a distorted geometry (ωB97M-V/def2-TZVPD, OMol25).

Geometry as ORCA input:
```
! wB97M-V def2-TZVPD RIJCOSX def2/J DEFGRID3
* xyz -1 1
C 2.56 4.83 0.37
C 2.83 3.29 0.63
C 3.25 2.55 -0.70
C 2.02 1.73 -1.31
O 1.62 0.80 -0.31
Nb 0.06 -0.48 -0.94
C -1.62 -1.94 -1.51
C -3.09 -1.46 -1.26
C -3.57 -1.58 0.26
C -4.91 -0.71 0.33
S -5.36 -0.35 2.10
O -5.62 -1.61 2.84
O -6.50 0.59 2.18
Cl -3.72 0.60 2.99
C -1.39 1.00 0.05
O -0.79 2.35 0.17
O -1.76 3.32 -0.11
C 0.16 -1.54 1.05
C 1.12 -2.75 1.25
C 1.11 -3.09 2.82
Cl 0.53 -4.32 0.46
O -0.07 0.59 -2.72
C -1.35 0.66 -3.32
C -1.20 1.64 -4.59
C -0.29 2.88 -4.28
O -2.55 2.17 -4.81
B 1.49 -1.92 -2.03
O 1.13 -2.23 -3.41
O 2.68 -2.57 -1.57
C 3.75 -1.70 -1.24
C 4.41 -0.95 -2.46
H 3.19 5.22 -0.48
H 2.84 5.43 1.28
H 1.49 5.03 0.11
H 3.69 3.21 1.35
H 1.92 2.86 1.11
H 3.46 3.36 -1.47
H 4.15 1.89 -0.59
H 2.41 1.27 -2.25
H 1.23 2.51 -1.51
H -1.46 -2.19 -2.60
H -1.51 -2.93 -0.97
H -3.35 -0.45 -1.67
H -3.77 -2.18 -1.81
H -3.77 -2.65 0.47
H -2.87 -1.10 0.98
H -5.77 -1.22 -0.15
H -4.68 0.30 -0.11
H -1.58 0.68 1.12
H -2.37 1.15 -0.47
H -1.67 3.49 -1.06
H -0.88 -1.89 1.32
H 0.42 -0.76 1.84
H 2.20 -2.56 1.03
H 0.04 -3.11 3.15
H 1.57 -4.10 2.97
H 1.63 -2.27 3.37
H -1.69 -0.31 -3.78
H -2.14 1.15 -2.70
H -0.90 1.06 -5.50
H 0.77 2.70 -4.57
H -0.64 3.76 -4.91
H -0.40 3.20 -3.21
H -2.66 2.85 -4.13
H 1.60 -1.58 -3.96
H 3.53 -1.00 -0.38
H 4.57 -2.37 -0.83
H 5.06 -1.66 -3.03
H 5.11 -0.18 -2.01
H 3.69 -0.38 -3.09
C 0.49 -2.07 6.54
O 0.89 -2.22 5.40
N 1.25 -2.40 7.63
N -0.74 -1.56 6.83
H 0.94 -2.29 8.58
H 2.16 -2.78 7.46
H -1.32 -1.30 6.05
H -1.08 -1.43 7.76
*
```

Calculated values
HOMO energy: -0.1610 Eh
Electronic energy: -80921.04755 eV

=====

# C23H48Br2O17S5

A cluster of 7 separate species, C23H48Br2O17S5 in total at a distorted geometry (ωB97M-V/def2-TZVPD, OMol25).

Geometry as ORCA input:
```
! wB97M-V def2-TZVPD RIJCOSX def2/J DEFGRID3
* xyz 0 1
O 9.22 6.09 14.08
C 8.35 6.25 14.91
C 8.34 5.51 16.21
C 7.39 5.66 17.15
C 6.17 6.46 16.85
O 5.21 6.50 17.60
C 6.12 7.11 15.53
C 7.16 7.05 14.69
H 9.19 4.90 16.51
H 7.54 5.19 18.11
H 5.22 7.67 15.30
H 7.11 7.66 13.80
C 8.87 5.90 11.04
C 8.92 7.39 10.92
O 10.19 7.85 10.52
S 10.72 9.28 11.04
C 11.58 8.68 12.52
O 11.70 9.83 10.15
O 9.60 10.12 11.40
H 9.77 5.61 11.60
H 9.07 5.38 10.10
H 7.88 5.56 11.31
H 8.15 7.71 10.20
H 8.61 7.89 11.84
H 10.89 8.13 13.15
H 11.87 9.62 12.99
H 12.42 8.05 12.27
C 10.70 8.83 20.12
C 10.62 8.92 21.64
O 11.86 8.51 22.23
S 12.05 8.86 23.80
C 12.73 10.52 23.63
O 10.75 8.92 24.41
O 13.01 7.94 24.33
H 11.44 9.55 19.76
H 9.79 9.11 19.59
H 11.04 7.84 19.82
H 10.50 9.99 21.85
H 9.79 8.36 22.06
H 13.35 10.67 24.51
H 11.88 11.19 23.60
H 13.32 10.55 22.72
C 10.52 -0.19 14.44
C 11.58 0.45 13.58
O 10.90 1.58 12.98
S 11.80 2.60 12.09
C 12.17 3.87 13.32
O 12.97 1.88 11.67
O 10.93 3.24 11.14
H 9.51 -0.24 14.04
H 10.57 0.29 15.42
H 10.75 -1.24 14.70
H 12.45 0.71 14.18
H 11.94 -0.15 12.75
H 12.55 3.32 14.19
H 11.23 4.31 13.65
H 12.94 4.54 12.96
C 7.91 11.05 18.87
C 7.89 11.02 17.36
O 9.19 10.64 16.89
S 9.41 10.52 15.27
C 9.09 12.20 14.68
O 10.82 10.32 15.05
O 8.43 9.64 14.70
H 7.05 11.57 19.29
H 8.81 11.49 19.30
H 7.83 10.02 19.22
H 7.02 10.43 17.07
H 7.70 12.00 16.92
H 8.10 12.44 15.09
H 8.82 12.07 13.63
H 9.91 12.87 14.88
C 17.32 1.46 16.55
C 16.90 2.89 16.21
O 16.93 3.03 14.79
S 16.00 4.15 14.12
C 17.05 5.56 14.20
O 15.80 3.76 12.76
O 14.82 4.39 14.93
H 16.50 0.81 16.26
H 17.40 1.35 17.63
H 18.25 1.13 16.10
H 15.92 3.08 16.65
H 17.63 3.55 16.71
H 17.36 5.76 15.23
H 16.44 6.36 13.79
H 17.95 5.34 13.62
Br 13.03 6.34 18.37
C 12.30 5.93 16.61
C 12.40 7.13 15.71
Br 14.29 7.61 15.34
H 11.26 5.63 16.74
H 12.90 5.12 16.21
H 11.92 8.00 16.14
H 12.02 6.86 14.72
*
```

Calculated values
HOMO energy: -0.3733 Eh
SMILES: O=C1C=CC(=O)C=C1.CCOS(C)(=O)=O.CCOS(C)(=O)=O.CCOS(C)(=O)=O.CCOS(C)(=O)=O.CCOS(C)(=O)=O.BrCCBr
Electronic energy: -253693.86857 eV
ΔE to the lowest compared entry with this formula, charge and spin: 0.00 kJ/mol

=====

# C2H4FNO

An isolated molecule of C2H4FNO at a distorted geometry (ωB97M-V/def2-TZVPD, OMol25).

Geometry as ORCA input:
```
! wB97M-V def2-TZVPD RIJCOSX def2/J DEFGRID3
* xyz 0 1
O -1.33 0.44 1.70
C -0.76 0.50 0.63
C 0.60 0.13 0.29
N 0.63 -0.80 -1.01
F 0.06 -0.13 -2.00
H -1.47 0.84 -0.20
H 1.33 0.87 0.15
H 0.97 -0.24 1.20
H -0.03 -1.60 -0.75
*
```

Calculated values
HOMO energy: -0.3632 Eh
SMILES: O=CCNF
Electronic energy: -8390.30757 eV
ΔE to the lowest compared entry with this formula, charge and spin: 380.13 kJ/mol

=====

# C4H14O4

A cluster of 3 separate species, C4H14O4 in total at a distorted geometry (ωB97M-V/def2-TZVPD, OMol25).

Geometry as ORCA input:
```
! wB97M-V def2-TZVPD RIJCOSX def2/J DEFGRID3
* xyz 0 1
C -0.67 2.15 1.40
C -0.11 1.28 0.25
O -0.89 0.08 0.15
C 1.38 0.91 0.49
C 2.10 0.75 -0.88
O 1.19 0.25 -1.86
H -0.64 3.17 1.02
H -0.12 2.06 2.33
H -1.72 1.90 1.57
H -0.27 1.89 -0.63
H -0.39 -0.38 -0.53
H 1.80 1.69 1.12
H 1.40 -0.05 1.00
H 2.31 1.76 -1.23
H 2.96 0.10 -0.84
H 1.31 -0.67 -2.04
O -2.64 -1.87 1.10
H -1.82 -1.54 0.71
H -3.06 -1.12 1.52
O 0.02 -2.73 -0.87
H 0.64 -2.85 -0.16
H -0.80 -2.87 -0.47
*
```

Calculated values
HOMO energy: -0.3799 Eh
SMILES: C[C@H](O)CCO.O.O
Electronic energy: -12564.50815 eV
ΔE to the lowest compared entry with this formula, charge and spin: 50.17 kJ/mol